[1]
The following is a quantum chemistry calculation of C21H15BrMoN4O as an isolated structure, from OMol25.

Summary:
total energy	-3744.13548	Eh
spin multiplicity	3
gap between HOMO and LUMO (spin up / spin down)	4.97 / 4.76	eV
total charge	+4
E_HOMO (spin up / spin down)	-21.025 / -21.036	eV

Structure (XYZ):
```
43
Properties=species:S:1:pos:R:3:forces:R:3
Mo 0.24946 -0.27358 0.14265 0.2 0.1 -0.6
Br 5.63868 -1.96522 2.18044 0.2 0.0 0.2
O -0.25711 -0.13300 3.28721 0.0 0.0 0.1
N -1.18096 -1.69955 -0.26795 0.1 0.0 0.0
N 2.23002 -0.82929 0.27069 -0.2 -0.1 -0.1
N -1.62808 0.73143 0.11648 0.0 0.0 -0.1
N 0.66382 1.77163 -0.09557 -0.1 -0.1 0.0
C 3.17337 -1.04894 1.21619 -0.1 0.0 -0.1
C -0.05607 -0.18368 2.19566 0.0 0.0 0.6
C 3.57811 -1.89826 -1.40131 0.0 0.0 0.0
C 1.20148 4.49061 -0.22081 0.0 0.0 0.0
C -2.77500 0.00147 0.10106 0.1 0.0 0.0
C 2.43872 -1.23128 -1.01912 0.0 0.1 0.1
C 4.36320 -1.68806 0.89066 -0.1 0.0 -0.1
C -0.09433 4.03835 0.03757 0.0 0.1 0.0
C -2.87276 2.73889 0.37817 0.0 0.0 0.0
C -3.45512 -2.41399 -0.30152 -0.1 -0.1 0.0
C 1.92195 2.22154 -0.36929 -0.1 0.1 0.0
C -0.34216 2.68936 0.08151 0.0 -0.1 0.0
C 4.55568 -2.12189 -0.43226 0.0 0.0 -0.1
C -1.67129 2.07774 0.22306 0.1 0.0 0.0
C -4.04691 1.99265 0.41716 0.0 0.0 0.0
C -2.51851 -1.42370 -0.14701 0.1 0.1 0.0
C -0.77139 -2.96757 -0.55930 -0.1 0.1 0.0
C -3.03283 -3.71516 -0.59033 0.0 0.0 0.0
C -1.67456 -3.99142 -0.72111 0.0 0.0 0.0
C -4.00111 0.60664 0.25772 0.0 0.0 0.0
C 2.21283 3.56515 -0.44205 0.0 0.0 0.0
H 0.29502 -3.14237 -0.65426 0.0 0.0 0.0
H -5.00047 2.49052 0.55077 0.0 0.0 0.0
H 5.47755 -2.62754 -0.70113 0.0 0.0 0.0
H -3.76534 -4.50436 -0.71917 0.0 0.0 0.0
H 3.22513 3.87636 -0.66620 0.0 0.0 0.0
H -4.91468 0.02703 0.24956 0.0 0.0 0.0
H 1.68047 -0.95801 -1.77128 0.0 0.0 0.0
H -0.89796 4.74832 0.17887 0.0 0.0 0.0
H -2.91014 3.81661 0.45936 0.0 0.0 0.0
H 1.40763 5.55407 -0.26508 0.0 0.0 0.0
H -4.51042 -2.19272 -0.20999 0.0 0.0 0.0
H 2.69355 1.48471 -0.52421 0.0 0.0 0.0
H 2.96900 -0.71761 2.22623 0.0 0.0 0.0
H 3.72115 -2.20848 -2.42876 0.0 0.0 0.0
H -1.31963 -4.98739 -0.95333 0.0 0.0 0.0
```
Forces are in eV/Å.

[2]
The following is a quantum chemistry calculation of a 3-piece molecular cluster, C6H20N2O2 overall in a non-equilibrium geometry, from OMol25.

Summary:
total energy	-500.46455	Eh
spin multiplicity	1
gap between HOMO and LUMO	9.11	eV
relative energy (zero: lowest compared OMol25 entry of this formula, charge and spin)	3.847	eV
total charge	0
E_HOMO	-8.630	eV

Structure (XYZ):
```
30
Properties=species:S:1:pos:R:3:forces:R:3
O -0.76231 -1.16314 3.49016 2.5 -2.0 1.0
O 3.23573 -0.22066 -0.72786 -0.1 -2.4 1.6
N 1.06693 -2.56855 0.49382 0.6 -2.9 -1.7
N -1.23270 -1.26835 -0.62582 -0.6 -0.4 -1.4
C -1.78774 -0.78259 -1.98377 1.2 0.1 0.3
C -0.33083 1.95126 -0.50001 -1.5 -1.9 0.4
C 0.96271 -1.15009 0.87666 1.2 -2.3 -4.2
C -0.38111 0.80976 0.58434 -2.1 -0.7 -4.4
C -0.00289 -0.48412 -0.19972 -0.1 -0.5 1.9
C -0.72711 3.21095 0.07760 -0.7 5.6 -1.6
H 1.94730 -3.09052 0.59822 -0.2 1.0 0.7
H 3.05028 0.46102 -1.29650 -1.0 2.6 -2.2
H 0.62140 2.05908 -1.00252 0.5 -0.4 0.2
H -1.18141 -2.31031 -0.75491 0.7 1.6 0.8
H -1.39480 0.60740 0.95156 -0.4 0.4 -0.6
H 4.15536 -0.12573 -0.57591 1.5 -0.1 0.4
H -1.43996 -1.25149 -2.93272 0.2 -0.8 0.8
H 0.87749 -2.85629 -0.49628 -0.2 1.3 1.1
H -1.80047 3.47047 0.12448 0.2 -0.8 -0.2
H -1.45406 -0.74894 3.05529 -2.1 1.1 -1.4
H 1.99835 -0.73889 0.93007 -1.3 0.4 -0.2
H -2.86941 -0.93774 -1.96928 0.1 0.7 0.0
H -0.39719 3.45010 1.05561 0.8 -0.1 1.1
H 0.39600 -0.25870 -1.19158 1.3 0.2 0.6
H -1.40853 0.24029 -2.23906 -1.1 -0.6 0.8
H 0.55176 -1.26309 1.81713 -0.7 1.2 1.4
H 0.09044 0.92182 1.49610 2.0 0.7 1.4
H -1.08694 1.70654 -1.31050 1.1 0.2 1.0
H -0.36804 -1.79870 2.84474 -1.0 0.6 1.0
H -0.32824 4.12923 -0.58935 -0.7 -1.8 1.4
```
Forces are in eV/Å.

[3]
The following is a quantum chemistry calculation of one molecule with the formula C11H16O3S in a non-equilibrium geometry, from OMol25.

Summary:
total energy	-1052.55567	Eh
spin multiplicity	1
gap between HOMO and LUMO	9.61	eV
relative energy (zero: lowest compared OMol25 entry of this formula, charge and spin)	3.342	eV
total charge	0
E_HOMO	-9.301	eV

Structure (XYZ):
```
31
Properties=species:S:1:pos:R:3:forces:R:3
S -1.97083 0.22449 0.91292 -1.5 2.9 -0.1
O 1.62544 1.48186 -0.22885 1.2 -0.9 0.4
O 1.50859 3.70869 -0.45238 0.2 -0.3 0.0
O -1.67991 -1.18054 0.95074 0.4 -2.8 0.1
C 1.28582 -0.21235 1.54460 1.2 -1.9 -1.7
C 2.61723 -1.06077 1.41760 -2.7 1.9 -2.1
C 0.79912 0.39345 0.27051 -1.1 1.0 -2.6
C 1.01149 2.65417 -0.16337 -0.9 1.2 -0.1
C -4.34175 0.14764 -0.59629 4.6 -2.1 -0.3
C 0.63331 -0.57936 -0.92479 0.7 -1.8 -0.1
C -2.88649 0.58791 -0.61943 0.7 -0.1 -1.1
C 1.97371 -1.29148 -1.12379 -0.3 0.9 0.1
C 2.45708 -1.91123 0.16769 3.4 -1.9 -0.5
C -0.39653 2.40719 0.25053 -1.2 1.3 0.3
C -0.52228 1.10213 0.43295 0.1 0.3 0.5
H 0.00143 -1.44764 -0.77404 -0.9 0.4 0.9
H 1.47908 0.50194 2.24902 -0.1 2.1 1.9
H 2.56922 -0.55706 -1.52385 2.3 2.1 -0.2
H -2.25331 0.29202 -1.50782 -0.8 -0.5 0.9
H 1.96367 -1.89160 -2.00527 -0.5 -1.5 -0.2
H -4.72919 0.27551 0.30809 -1.9 1.0 3.8
H -1.18207 3.23319 0.37020 1.4 -1.4 -0.3
H 0.38409 -0.75112 1.72356 -0.2 -1.3 1.3
H -4.26107 -0.87853 -0.71592 -0.7 -2.2 -0.6
H -4.83281 0.59600 -1.33641 -2.2 1.7 -2.9
H 2.74384 -1.69813 2.22719 0.1 -1.0 1.7
H 0.24782 -0.16944 -1.87574 0.4 0.6 0.6
H 3.47409 -2.50914 0.12951 -1.6 1.3 -0.8
H 1.81276 -2.74963 0.27539 -1.0 -0.6 1.0
H 3.43972 -0.33510 1.41592 0.0 -0.3 -0.4
H -2.97126 1.61693 -0.79846 0.6 2.0 0.5
```
Forces are in eV/Å.

[4]
The following is a quantum chemistry calculation of a 2-piece molecular cluster, C5H10O2 overall in a non-equilibrium geometry, from OMol25.

Summary:
total energy	-346.91336	Eh
spin multiplicity	1
gap between HOMO and LUMO	8.70	eV
relative energy (zero: lowest compared OMol25 entry of this formula, charge and spin)	3.050	eV
total charge	0
E_HOMO	-7.981	eV

Structure (XYZ):
```
17
Properties=species:S:1:pos:R:3:forces:R:3
O 0.94538 -2.10888 -0.51967 0.8 -2.2 0.8
O -0.85750 1.20086 2.45259 -0.6 0.8 1.1
C 0.10074 0.01063 -0.50672 0.1 1.8 1.2
C 0.90810 -0.91547 0.03798 -0.6 2.0 -0.7
C 1.79283 -0.58421 1.18971 -0.5 -1.8 1.5
C -1.00597 -0.21522 -1.45265 0.0 3.9 -1.3
C -1.62362 0.93649 -1.97561 0.8 -2.2 0.9
H 2.43355 0.26286 1.02522 0.9 -0.2 -0.4
H -1.24951 -1.19753 -1.88841 0.2 0.5 0.3
H 0.41197 1.08868 -0.17969 -1.3 -1.9 -0.7
H 1.18875 -0.23434 2.02790 -0.3 0.0 -0.1
H 2.21419 -1.52423 1.65002 0.4 1.1 -0.9
H 0.43713 -2.07939 -1.32459 -0.3 -0.1 -0.4
H -0.47483 0.78287 1.69840 0.1 -0.4 -1.1
H -1.47546 1.95436 -1.47178 -0.1 -1.6 -1.2
H -1.50929 1.84138 2.12823 0.3 -0.4 0.0
H -2.23646 0.78115 -2.89095 0.1 0.6 1.1
```
Forces are in eV/Å.

[5]
The following is a quantum chemistry calculation of one molecule with the formula C6H7N in a non-equilibrium geometry, from OMol25.

Summary:
total energy	-287.55370	Eh
spin multiplicity	1
gap between HOMO and LUMO	10.62	eV
relative energy (zero: lowest compared OMol25 entry of this formula, charge and spin)	0.913	eV
total charge	0
E_HOMO	-9.738	eV

Structure (XYZ):
```
14
Properties=species:S:1:pos:R:3:forces:R:3
N 3.02716 -0.03350 -0.07801 -1.0 0.2 0.5
C -1.08410 0.69856 -0.77468 0.1 -0.1 -0.2
C -0.13518 -1.24883 0.14928 0.1 -0.1 0.0
C -0.20671 1.23637 0.32237 0.0 0.1 0.0
C -0.95899 -0.61434 -0.94515 -0.2 0.1 0.2
C 0.56273 -0.02368 0.80682 0.1 0.0 0.1
C 1.95044 0.01164 0.34334 1.1 -0.2 -0.5
H 0.48253 1.98041 -0.09117 -0.1 0.0 0.2
H 0.61696 -1.95622 -0.20120 -0.1 0.0 -0.1
H 0.59457 -0.10353 1.89430 -0.1 0.0 0.0
H -0.76769 -1.80501 0.85720 0.1 0.3 -0.1
H -0.74995 1.73059 1.13536 0.0 -0.2 -0.1
H -1.43324 -1.18646 -1.73747 0.0 0.1 0.2
H -1.70322 1.35609 -1.37413 0.1 -0.1 -0.1
```
Forces are in eV/Å.